Computed, not measured: a gas-phase ion, C9H10ClN4O (charge +1) in a non-equilibrium geometry, with ωB97M-V/def2-TZVPD.

Structure (SMILES)   C/C(N=O)=C(N)/[NH+]=N/c1ccc(Cl)cc1
Relative energy (zero: lowest compared OMol25 entry of this formula, charge and spin)   17.7 kJ/mol
E_LUMO (alpha / beta)   -4.43 / -5.45 eV

Geometry as ORCA input:
```
! RIJCOSX wB97M-V def2-TZVPD def2/J DEFGRID3
* xyz 1 1
C -3.50 -1.26 0.63
C -2.16 -0.85 0.05
N -1.54 -1.68 -0.65
O -0.68 -1.72 -1.46
C -2.06 0.58 -0.31
N -3.12 1.30 -0.74
N -0.88 1.08 0.02
N 0.01 0.30 0.63
C 1.36 0.34 0.45
C 2.13 1.21 -0.39
C 3.39 0.99 -0.67
C 4.07 -0.07 -0.05
Cl 5.81 -0.32 -0.36
C 3.37 -0.95 0.82
C 2.03 -0.76 0.98
H -3.89 -0.46 1.43
H -3.36 -2.17 1.22
H -4.13 -1.32 -0.22
H -4.08 0.98 -0.90
H -3.02 2.24 -1.12
H -0.69 2.12 -0.05
H 1.56 1.97 -0.81
H 4.07 1.74 -1.26
H 3.89 -1.83 1.21
H 1.42 -1.44 1.56
*
```

Electronic structure analysis, natural (NBO) charges in units of e:
1 C -0.6346
2 C 0.0215
3 N 0.2013
4 O -0.1860
5 C 0.5002
6 N -0.7463
7 N -0.3321
8 N -0.2192
9 C 0.1149
10 C -0.2058
11 C -0.2299
12 C 0.0659
13 Cl 0.0575
14 C -0.2332
15 C -0.1383
16 H 0.2347
17 H 0.2672
18 H 0.2249
19 H 0.4469
20 H 0.4245
21 H 0.4045
22 H 0.2059
23 H 0.2610
24 H 0.2536
25 H 0.2409



Computed, not measured: 4 unconnected molecules or ions with the total composition C12H28N4O4 in a non-equilibrium geometry, with ωB97M-V/def2-TZVPD.

Structure (SMILES)   CN(C)C=O.CN(C)C=O.CN(C)C=O.CN(C)C=O
Relative energy (zero: lowest compared OMol25 entry of this formula, charge and spin)   390.2 kJ/mol
E_LUMO   0.38 eV

Geometry as ORCA input:
```
! RIJCOSX wB97M-V def2-TZVPD def2/J DEFGRID3
* xyz 0 1
C 4.08 -6.23 3.78
N 4.53 -6.20 5.17
C 3.78 -7.05 6.18
C 5.72 -5.48 5.44
O 6.29 -5.40 6.49
H 4.73 -5.65 3.11
H 3.08 -5.80 3.76
H 4.13 -7.23 3.36
H 4.01 -8.11 6.13
H 4.11 -6.82 7.20
H 2.71 -6.86 6.23
H 6.01 -4.97 4.51
C -0.65 -0.54 -1.14
N -0.25 -1.42 0.03
C 0.37 -0.75 1.25
C -0.57 -2.73 0.08
O -0.31 -3.54 0.96
H 0.28 -0.24 -1.62
H -1.29 0.19 -0.65
H -1.31 -1.13 -1.78
H -0.39 -0.27 1.87
H 0.98 -1.47 1.79
H 1.13 -0.03 0.93
H -0.95 -3.07 -0.90
C 1.75 6.31 -5.76
N 1.33 4.98 -5.42
C 0.55 4.89 -4.13
C 1.71 3.97 -6.26
O 1.59 2.76 -6.04
H 0.82 6.75 -6.11
H 2.55 6.44 -6.49
H 2.09 6.83 -4.86
H 0.38 3.85 -3.82
H 1.13 5.42 -3.37
H -0.44 5.26 -4.38
H 2.14 4.32 -7.20
C -5.93 3.13 1.21
N -5.49 2.52 0.01
C -5.50 1.07 -0.05
C -5.05 3.19 -1.02
O -4.46 2.82 -2.08
H -6.94 2.76 1.39
H -5.91 4.22 1.13
H -5.40 2.93 2.14
H -4.75 0.73 0.67
H -6.47 0.61 0.09
H -4.97 0.78 -0.96
H -4.98 4.27 -0.86
*
```

Electronic structure analysis, natural (NBO) charges in units of e:
1 C -0.4080
2 N -0.4557
3 C -0.4289
4 C 0.5467
5 O -0.5937
6 H 0.2072
7 H 0.2016
8 H 0.1939
9 H 0.2003
10 H 0.2309
11 H 0.2061
12 H 0.0995
13 C -0.4042
14 N -0.4279
15 C -0.4274
16 C 0.5225
17 O -0.6335
18 H 0.2140
19 H 0.2044
20 H 0.2134
21 H 0.1992
22 H 0.2365
23 H 0.2015
24 H 0.1013
25 C -0.4129
26 N -0.4369
27 C -0.4166
28 C 0.5256
29 O -0.6245
30 H 0.1915
31 H 0.2171
32 H 0.1972
33 H 0.2378
34 H 0.2027
35 H 0.2068
36 H 0.1122
37 C -0.4020
38 N -0.4139
39 C -0.4372
40 C 0.5200
41 O -0.6509
42 H 0.1967
43 H 0.2172
44 H 0.2015
45 H 0.1992
46 H 0.2095
47 H 0.2495
48 H 0.1106



Computed, not measured: a molecular structure, C5H10O, with ωB97M-V/def2-TZVPD.

Relative energy (zero: lowest compared OMol25 entry of this formula, charge and spin)   142.0 kJ/mol
E_LUMO   1.04 eV

Geometry as ORCA input:
```
! RIJCOSX wB97M-V def2-TZVPD def2/J DEFGRID3
* xyz 0 1
C 0.91 0.91 1.24
C 0.08 0.00 0.32
C -0.34 -1.45 0.73
C -0.87 0.85 -0.58
C -0.26 0.02 -1.70
O 0.85 -0.33 -0.87
H 1.59 0.40 1.92
H 0.31 1.63 1.83
H 1.52 1.53 0.56
H 0.57 -1.97 1.05
H -0.66 -2.00 -0.17
H -1.12 -1.59 1.48
H -0.51 1.88 -0.63
H -1.96 0.87 -0.44
H 0.11 0.49 -2.61
H -0.91 -0.84 -1.95
*
```

Electronic structure analysis, natural (NBO) charges in units of e:
1 C -0.6333
2 C 0.2651
3 C -0.6298
4 C -0.4489
5 C -0.0643
6 O -0.5470
7 H 0.2137
8 H 0.2145
9 H 0.2269
10 H 0.2221
11 H 0.2161
12 H 0.2066
13 H 0.2074
14 H 0.2094
15 H 0.1837
16 H 0.1577



Computed, not measured: a single C5H5ClO2 molecule in a non-equilibrium geometry, with ωB97M-V/def2-TZVPD.

Structure (SMILES)   C=C1OC=C(Cl)[C@@H]1O
Relative energy (zero: lowest compared OMol25 entry of this formula, charge and spin)   310.0 kJ/mol
E_LUMO   0.24 eV

Geometry as ORCA input:
```
! RIJCOSX wB97M-V def2-TZVPD def2/J DEFGRID3
* xyz 0 1
C 2.12 0.08 0.01
C 0.77 -0.20 -0.08
O 0.36 -1.57 -0.19
C -0.97 -1.53 -0.06
C -1.44 -0.24 -0.03
Cl -3.10 0.07 0.00
C -0.24 0.75 0.34
O -0.23 2.04 -0.24
H 2.46 1.04 0.30
H 2.76 -0.90 0.05
H -1.67 -2.44 -0.12
H -0.16 1.03 1.31
H -0.65 1.86 -1.30
*
```

Electronic structure analysis, natural (NBO) charges in units of e:
1 C -0.4029
2 C 0.2497
3 O -0.4622
4 C 0.1423
5 C -0.2331
6 Cl 0.0350
7 C 0.0043
8 O -0.6768
9 H 0.2244
10 H 0.2232
11 H 0.2263
12 H 0.2033
13 H 0.4665



Computed, not measured: a molecular structure, C22H46Cl16O3S3 in a non-equilibrium geometry, with ωB97M-V/def2-TZVPD.

E_LUMO   -0.03 eV

Geometry as ORCA input:
```
! RIJCOSX wB97M-V def2-TZVPD def2/J DEFGRID3
* xyz 0 1
C -1.15 7.67 -3.16
S -0.38 6.59 -4.47
O -1.05 5.20 -4.30
C -1.16 7.38 -5.96
H -0.64 8.63 -3.07
H -1.06 7.32 -2.13
H -2.21 7.87 -3.35
H -1.18 6.65 -6.77
H -0.58 8.25 -6.25
H -2.20 7.65 -5.78
C -4.55 1.71 -5.28
S -4.43 1.15 -7.06
O -4.50 -0.37 -7.01
C -2.68 1.51 -7.49
H -3.99 1.10 -4.58
H -5.59 1.76 -4.94
H -4.22 2.75 -5.22
H -2.49 2.58 -7.46
H -2.27 1.15 -8.43
H -2.07 0.97 -6.76
C 6.29 -0.38 -7.30
S 5.83 0.39 -8.91
O 4.73 -0.28 -9.70
C 5.01 1.95 -8.35
H 7.02 0.16 -6.71
H 6.59 -1.41 -7.51
H 5.42 -0.45 -6.65
H 4.02 1.67 -8.00
H 4.88 2.65 -9.18
H 5.52 2.57 -7.61
C -2.78 -5.98 -2.82
Cl -1.37 -6.39 -1.88
Cl -2.30 -6.46 -4.47
Cl -4.20 -6.90 -2.26
Cl -3.06 -4.25 -2.75
C 5.04 3.61 3.83
Cl 6.07 2.13 3.97
Cl 3.48 3.47 4.64
Cl 5.93 4.86 4.66
Cl 4.84 3.97 2.07
C -5.44 -0.76 2.44
Cl -4.19 -1.97 2.60
Cl -5.13 0.53 3.65
Cl -5.35 -0.06 0.81
Cl -7.09 -1.37 2.71
C 2.00 -7.31 3.52
Cl 2.40 -5.75 2.71
Cl 0.30 -7.42 3.79
Cl 2.65 -8.62 2.49
Cl 2.95 -7.31 5.12
C -0.61 -4.46 9.00
C -1.41 -3.65 7.99
C -2.13 -2.36 8.54
C -1.11 -1.34 9.16
C -1.73 0.00 9.45
C -0.94 1.07 10.26
H -1.16 -4.80 9.88
H 0.10 -3.74 9.42
H -0.08 -5.29 8.53
H -0.88 -3.43 7.07
H -2.20 -4.24 7.52
H -2.88 -2.73 9.23
H -2.72 -1.87 7.77
H -0.58 -1.80 9.99
H -0.31 -1.10 8.45
H -2.00 0.41 8.47
H -2.70 -0.19 9.90
H -0.24 1.59 9.61
H -1.59 1.82 10.71
H -0.31 0.57 10.99
C 1.18 -0.62 1.61
C 0.77 0.23 0.41
C 1.32 -0.44 -0.84
C 1.03 0.44 -2.15
C 1.68 0.02 -3.45
C 1.19 -1.37 -3.93
H 0.50 -1.45 1.75
H 1.10 -0.01 2.51
H 2.23 -0.91 1.65
H -0.31 0.33 0.32
H 1.21 1.23 0.43
H 0.96 -1.45 -0.98
H 2.41 -0.49 -0.80
H -0.03 0.35 -2.38
H 1.16 1.52 -2.03
H 1.43 0.88 -4.08
H 2.75 -0.06 -3.25
H 1.55 -2.14 -3.24
H 0.11 -1.25 -4.00
H 1.53 -1.72 -4.91
*
```

Electronic structure analysis, Mulliken charges in units of e:
1 C -0.9389
2 S 0.4642
3 O -0.5875
4 C -0.8785
5 H 0.3653
6 H 0.3409
7 H 0.2909
8 H 0.3104
9 H 0.3443
10 H 0.2869
11 C -0.8023
12 S 0.4705
13 O -0.6101
14 C -0.7729
15 H 0.2659
16 H 0.3142
17 H 0.2990
18 H 0.2975
19 H 0.3357
20 H 0.2045
21 C -0.7773
22 S 0.4835
23 O -0.5936
24 C -0.8872
25 H 0.3361
26 H 0.3005
27 H 0.2080
28 H 0.2817
29 H 0.3062
30 H 0.3438
31 C 0.3366
32 Cl -0.0887
33 Cl -0.1069
34 Cl -0.1032
35 Cl -0.0383
36 C 0.3626
37 Cl -0.0996
38 Cl -0.0792
39 Cl -0.0878
40 Cl -0.0965
41 C 0.3421
42 Cl -0.0552
43 Cl -0.1093
44 Cl -0.0829
45 Cl -0.0957
46 C 0.3382
47 Cl -0.0840
48 Cl -0.0506
49 Cl -0.0892
50 Cl -0.1162
51 C -1.0778
52 C -0.5145
53 C -0.7007
54 C -0.4438
55 C -0.5809
56 C -1.1660
57 H 0.2876
58 H 0.2730
59 H 0.3448
60 H 0.3295
61 H 0.3371
62 H 0.3064
63 H 0.3618
64 H 0.3757
65 H 0.2461
66 H 0.3081
67 H 0.3861
68 H 0.2892
69 H 0.3371
70 H 0.3020
71 C -1.1971
72 C -0.3310
73 C -0.6374
74 C -0.6752
75 C -0.4454
76 C -1.1049
77 H 0.2882
78 H 0.3775
79 H 0.3402
80 H 0.2880
81 H 0.2965
82 H 0.3283
83 H 0.3192
84 H 0.2385
85 H 0.4116
86 H 0.3062
87 H 0.2704
88 H 0.2995
89 H 0.2656
90 H 0.3625